[1]
Molecular formula: C66H78ClIMoN9O3
Method: DFT, the ωB97M-V functional and the def2-TZVPD basis

As for the spin multiplicity: 3. The lowest unoccupied orbital energy (alpha / beta) comes out at -3.65 / -3.70 eV. For the HOMO-LUMO gap (alpha / beta), the calculation gives 5.7 / 5.6 eV. The net charge is +1. The energy relative to the best compared isomer or geometry (same formula, charge and spin) is 0.0 kJ/mol. For the maximum force, the calculation gives 0.0500 Eh/bohr. For the total energy, the calculation gives -111739.2964 eV.

Last column: Mulliken spin population.
CARTESIAN COORDINATES (ANGSTROEM)
1 Mo 1.1043 -0.6337 -0.3919  1.979
2 C 2.4149 2.0737 4.8908  -0.001
3 C 3.6060 1.2656 4.3560  0.002
4 C 3.1721 0.2544 3.3423  0.000
5 C 3.0622 -1.0973 3.4642  0.011
6 C 3.4420 -1.9436 4.6402  0.001
7 C 2.6375 -1.6254 5.9068  0.000
8 C 2.6225 -1.5852 2.1780  0.008
9 C 2.7168 -2.8838 1.7590  0.042
10 C 2.5313 -3.2973 0.4473  -0.035
11 C 2.8657 -4.6058 -0.0256  0.007
12 C 3.6462 -5.6253 0.7447  0.000
13 C 5.1296 -5.2328 0.8293  0.001
14 C 2.4905 -4.6572 -1.3386  -0.003
15 C 1.9319 -3.3757 -1.6570  0.036
16 C 1.4552 -3.0392 -2.9065  -0.013
17 C 1.1394 -1.7684 -3.3392  -0.003
18 N 1.1463 -0.6561 -2.5344  -0.087
19 C 0.9705 0.4025 -3.3747  -0.012
20 C 1.0367 1.7236 -2.9701  0.003
21 C 1.5456 2.1318 -1.7632  0.032
22 N 1.9806 1.3009 -0.7463  0.003
23 C 2.6403 2.1335 0.1180  0.000
24 C 3.0130 1.8024 1.4084  0.010
25 C 2.7859 0.5843 1.9982  0.006
26 N 2.3367 -0.5334 1.3275  -0.048
27 C 2.6506 3.4894 -0.3621  0.010
28 C 1.8965 3.5011 -1.4945  -0.003
29 C 1.3960 4.6880 -2.2534  0.001
30 C -0.0900 4.9374 -1.9460  -0.001
31 C 3.2967 4.6497 0.3259  -0.001
32 C 2.3542 5.3190 1.3350  0.002
33 C 0.8173 -0.0362 -4.7308  0.002
34 C 0.9310 -1.3949 -4.7163  0.004
35 C 0.8956 -2.3114 -5.9029  -0.002
36 C -0.5303 -2.5684 -6.4083  0.002
37 C 0.6875 0.8661 -5.9175  -0.001
38 C 2.0357 1.4782 -6.3257  0.000
39 N 2.0005 -2.5368 -0.5596  -0.020
40 C 2.7277 -5.7894 -2.2901  0.000
41 C 1.6812 -6.9028 -2.1700  0.000
42 H 2.7520 2.8131 5.6182  0.000
43 H 1.6896 1.4175 5.3748  0.000
44 H 1.9062 2.5983 4.0790  0.000
45 H 4.1133 0.7629 5.1786  0.000
46 H 4.3279 1.9495 3.9025  0.000
47 H 4.5049 -1.7955 4.8514  0.000
48 H 3.3077 -2.9970 4.3950  0.000
49 H 2.8808 -0.6379 6.2975  0.000
50 H 2.8605 -2.3586 6.6825  0.000
51 H 1.5670 -1.6591 5.7044  0.000
52 H 3.0344 -3.6330 2.4690  0.001
53 H 3.5651 -6.5924 0.2461  0.000
54 H 3.2395 -5.7404 1.7526  0.001
55 H 5.5655 -5.1830 -0.1699  0.000
56 H 5.6917 -5.9625 1.4131  0.000
57 H 5.2468 -4.2533 1.2950  0.000
58 H 1.4086 -3.8333 -3.6383  0.001
59 H 0.7988 2.4910 -3.6947  0.002
60 H 3.4729 2.5788 2.0045  0.003
61 H 1.5222 4.5460 -3.3294  0.000
62 H 1.9763 5.5669 -1.9706  0.000
63 H -0.6951 4.0791 -2.2459  0.001
64 H -0.4495 5.8164 -2.4833  0.000
65 H -0.2393 5.1015 -0.8764  0.000
66 H 3.6002 5.3834 -0.4222  0.000
67 H 4.2048 4.3212 0.8348  0.001
68 H 1.4584 5.7008 0.8416  0.000
69 H 2.8555 6.1516 1.8297  0.000
70 H 2.0323 4.6145 2.1066  0.000
71 H 1.3663 -3.2630 -5.6556  0.000
72 H 1.4825 -1.8609 -6.7065  0.000
73 H -1.1685 -2.9255 -5.6043  0.000
74 H -0.5217 -3.3122 -7.2066  0.000
75 H -0.9750 -1.6545 -6.8048  0.000
76 H -0.0251 1.6673 -5.7025  0.001
77 H 0.2895 0.2957 -6.7572  0.000
78 H 2.4697 2.0567 -5.5093  0.000
79 H 1.9072 2.1341 -7.1872  0.000
80 H 2.7450 0.6942 -6.5947  0.000
81 H 3.7181 -6.2027 -2.0878  0.000
82 H 2.7434 -5.4209 -3.3160  0.000
83 H 1.5947 -7.2496 -1.1385  0.000
84 H 1.9624 -7.7550 -2.7896  0.000
85 H 0.7028 -6.5494 -2.5012  0.000
86 C -2.3263 -0.1755 -2.4676  -0.002
87 C -2.1356 -1.6617 -2.3303  0.008
88 N -2.7713 -2.4122 -3.2142  -0.005
89 C -2.7118 -3.7336 -3.1082  0.019
90 C -2.0910 -4.3847 -2.0626  -0.004
91 C -2.2642 -5.8822 -1.9500  -0.002
92 O -3.3979 -6.2358 -1.1668  0.000
93 C -1.4046 -3.6218 -1.1008  -0.005
94 C -0.8905 -4.3174 0.0862  0.002
95 N -0.4260 -3.7798 1.1383  0.019
96 C -0.1233 -4.6446 2.2043  -0.003
97 C 0.4431 -5.9105 2.0227  0.000
98 C 0.6961 -6.7410 3.1006  0.000
99 C 0.3501 -6.3504 4.3839  0.000
100 C -0.2162 -5.0999 4.5925  0.000
101 C -0.3989 -4.2444 3.5200  0.002
102 I -1.1488 -2.3186 3.8810  -0.001
103 C -1.3420 -2.2268 -1.3074  0.006
104 O -0.5279 -1.4289 -0.5954  0.005
105 H -2.1680 0.1131 -3.5057  0.002
106 H -1.6572 0.3906 -1.8306  0.017
107 H -3.3607 0.0759 -2.2161  0.000
108 H -3.2254 -4.2961 -3.8820  0.001
109 H -1.3607 -6.3601 -1.5649  0.000
110 H -2.4600 -6.2903 -2.9400  0.000
111 H -3.3020 -5.8783 -0.2782  0.000
112 H -1.0487 -5.3986 0.0895  -0.001
113 H 0.6991 -6.2296 1.0183  -0.001
114 H 1.1517 -7.7097 2.9351  0.000
115 H 0.5198 -7.0109 5.2245  0.000
116 H -0.5250 -4.7962 5.5836  0.000
117 C -5.5881 1.6536 -0.7049  0.000
118 C -5.0113 3.0743 -0.6078  0.000
119 C -3.8239 3.2020 -1.5753  0.000
120 C -6.1157 4.0402 -1.0695  0.000
121 C -4.6014 3.4022 0.8661  0.000
122 O -5.7660 3.4018 1.6888  0.000
123 C -3.8335 4.7526 0.9416  0.001
124 C -4.0427 5.5490 2.2595  0.000
125 C -2.7449 5.8843 2.9557  0.000
126 C -1.9890 6.9882 2.5710  0.000
127 C -0.8041 7.3075 3.2191  0.000
128 C -0.3620 6.5035 4.2567  0.000
129 Cl 1.1029 6.9109 5.0991  0.000
130 C -1.0811 5.3851 4.6418  0.000
131 C -2.2684 5.0871 3.9906  0.000
132 C -3.8040 2.2718 1.5664  -0.002
133 N -2.4333 2.0326 1.1578  0.004
134 C -1.9398 1.0184 0.4528  0.023
135 N -0.6314 1.1397 0.3333  -0.048
136 C -0.3617 2.2799 1.0353  0.017
137 N -1.4252 2.8418 1.5520  -0.001
138 H -6.0875 1.5284 -1.6677  0.000
139 H -6.3218 1.4807 0.0838  0.000
140 H -4.8092 0.8885 -0.6378  0.000
141 H -4.1145 2.7995 -2.5486  0.000
142 H -2.9481 2.6490 -1.2343  0.000
143 H -3.5321 4.2442 -1.7184  0.000
144 H -6.2290 3.9559 -2.1515  0.000
145 H -5.8913 5.0850 -0.8449  0.000
146 H -7.0806 3.7854 -0.6249  0.000
147 H -6.3812 4.0653 1.3594  0.000
148 H -4.1265 5.3770 0.0980  0.000
149 H -2.7713 4.5548 0.8272  0.000
150 H -4.6682 4.9740 2.9388  0.000
151 H -4.5740 6.4760 2.0390  0.000
152 H -2.3361 7.6186 1.7594  0.000
153 H -0.2309 8.1777 2.9267  0.000
154 H -0.7223 4.7610 5.4502  0.000
155 H -2.8407 4.2218 4.3063  0.000
156 H -4.3501 1.3370 1.4706  0.000
157 H -3.7853 2.5417 2.6218  0.000
158 H -2.5309 0.2111 0.0480  0.001
159 H 0.6165 2.6991 1.1777  0.002

=====

[2]
Molecular formula: C17H50O15
Method: DFT, the ωB97M-V functional and the def2-TZVPD basis

As for the structure (SMILES): CC(C)O.OCCO.OCCO.OCCO.OCCO.OCCO.OCCO.OCCO. As for the spin multiplicity: 1. The lowest unoccupied orbital energy comes out at 0.05 eV. For the HOMO-LUMO gap, the calculation gives 9.3 eV. The net charge is 0. The energy relative to the best compared isomer or geometry (same formula, charge and spin) is 595.0 kJ/mol. For the maximum force, the calculation gives 0.2328 Eh/bohr. For the total energy, the calculation gives -49139.2230 eV.

Last column: Mulliken charge in e.
CARTESIAN COORDINATES (ANGSTROEM)
1 C 29.0540 14.6730 41.4370  -0.448
2 C 30.3910 15.4330 41.2770  0.367
3 C 30.2140 16.7650 41.9750  -1.400
4 O 31.3990 14.6380 41.8770  -0.564
5 H 28.8890 14.1970 42.3960  0.455
6 H 29.0300 13.6590 40.7300  -0.043
7 H 28.2220 15.3340 40.9500  -0.156
8 H 30.6840 15.6560 40.3640  0.431
9 H 30.7860 17.5200 41.7890  0.629
10 H 30.2380 16.7870 43.0210  0.405
11 H 29.2020 17.2900 41.6170  0.008
12 H 32.2230 15.0480 41.7160  0.304
13 O 26.9050 12.7710 39.7350  -0.572
14 C 27.2340 12.3580 38.4970  0.105
15 C 28.5560 12.9650 37.9600  -0.349
16 O 28.9000 12.2850 36.7280  -0.635
17 H 26.6720 13.7810 39.6140  0.330
18 H 27.4170 11.2260 38.4910  0.427
19 H 26.4720 12.6620 37.6350  -0.251
20 H 29.3670 12.9440 38.7440  0.200
21 H 28.4520 13.9480 37.7430  0.373
22 H 28.1560 12.1060 36.1410  0.463
23 O 25.2520 19.7210 34.4020  -0.557
24 C 24.4160 18.7730 34.9480  0.005
25 C 23.0590 19.1460 35.4380  -0.261
26 O 22.4640 18.2090 36.2740  -0.519
27 H 25.3360 20.6410 34.9130  0.356
28 H 24.3050 17.7950 34.2780  0.214
29 H 24.9860 18.2460 35.8290  -0.087
30 H 22.4640 19.1550 34.5770  0.296
31 H 23.1990 20.0630 36.0600  0.305
32 H 21.5290 18.5930 36.5100  0.305
33 O 26.6070 12.2560 34.9590  -0.616
34 C 25.4320 11.4650 34.9110  -0.065
35 C 24.5920 12.0630 33.7110  -0.598
36 O 23.2120 11.7230 33.8590  -0.600
37 H 27.0440 12.0840 34.0390  0.274
38 H 25.6600 10.5490 34.9520  0.639
39 H 25.0520 11.8740 35.9990  -0.166
40 H 25.0180 11.5710 32.8560  0.422
41 H 24.8370 13.1910 33.4410  0.187
42 H 22.8010 12.3430 34.4360  0.485
43 O 22.6540 13.4130 35.8980  -0.340
44 C 21.3240 13.5540 36.3470  -0.326
45 C 21.3660 13.3530 37.8870  0.157
46 O 20.0470 13.2730 38.3800  -0.542
47 H 23.0260 14.1630 36.2970  0.345
48 H 20.8260 14.5700 36.0020  0.211
49 H 20.7660 12.6330 35.9620  0.263
50 H 21.9120 14.0560 38.0660  0.016
51 H 21.9230 12.2820 38.1940  -0.011
52 H 20.0540 12.6840 39.0700  0.354
53 O 25.8120 21.7070 38.8900  -0.508
54 C 25.5690 20.4620 39.5730  -0.431
55 C 26.6910 19.5370 39.2460  -0.263
56 O 26.4710 18.2360 39.8860  -0.396
57 H 26.2990 22.4100 39.3390  0.301
58 H 25.3220 20.4360 40.7150  0.300
59 H 24.5380 20.1040 39.1970  0.183
60 H 27.5140 19.9820 39.7950  0.280
61 H 26.9170 19.5990 38.1580  0.331
62 H 26.4230 18.4920 40.7170  0.140
63 O 24.1870 12.0460 39.9350  -0.226
64 C 23.7640 10.7390 40.3660  -0.545
65 C 24.8040 9.6860 39.7740  -0.080
66 O 24.4540 8.5620 40.4290  -0.510
67 H 25.0120 12.2190 40.3830  0.138
68 H 23.7730 10.8940 41.4000  0.376
69 H 22.6720 10.5310 39.9250  0.183
70 H 25.7890 10.0500 40.0290  0.240
71 H 24.6280 9.5200 38.6380  0.162
72 H 25.0740 7.9640 40.0920  0.317
73 O 26.2080 15.6110 39.3960  -0.430
74 C 24.9600 15.4350 38.6770  0.377
75 C 25.1840 15.5560 37.2290  -0.547
76 O 23.8250 15.5850 36.6470  -0.392
77 H 26.5640 16.4300 39.3810  0.264
78 H 24.6950 14.3200 38.8860  -0.296
79 H 24.1730 16.2140 38.9330  0.210
80 H 25.3800 14.6710 36.8850  -0.022
81 H 25.6930 16.3850 37.0280  0.672
82 H 23.4400 16.4230 36.3380  -0.053

=====

[3]
Molecular formula: C38H51IN3SbSi3Tl
Method: DFT, the ωB97M-V functional and the def2-TZVPD basis

As for the spin multiplicity: 1. The lowest unoccupied orbital energy comes out at 2.19 eV. For the HOMO-LUMO gap, the calculation gives 6.0 eV. The net charge is -1. The energy relative to the best compared isomer or geometry (same formula, charge and spin) is 21.0 kJ/mol. For the maximum force, the calculation gives 0.0719 Eh/bohr. For the total energy, the calculation gives -87668.1846 eV.

Last column: Mulliken charge in e.
CARTESIAN COORDINATES (ANGSTROEM)
1 Tl 0.8152 -0.4034 1.1464  0.587
2 I 1.8003 1.4923 3.8607  0.067
3 C 1.2395 -0.0707 5.2233  -0.290
4 C 1.5681 0.1316 6.5511  -0.694
5 C 1.0837 -0.7473 7.5167  -0.561
6 C 0.3172 -1.8275 7.1250  -0.625
7 C -0.0278 -2.0521 5.7720  0.901
8 C -0.9228 -3.0948 5.4305  -0.903
9 C -1.5173 -3.0834 4.1747  -0.740
10 C -1.1951 -2.1196 3.2021  -0.476
11 C -0.1569 -1.1409 3.4248  -0.847
12 C 0.3796 -1.1367 4.7457  1.381
13 H 2.2557 0.9432 6.8354  0.340
14 H 1.3157 -0.6507 8.5413  0.437
15 H 0.0861 -2.4907 7.9671  0.277
16 H -1.1065 -4.0241 6.0983  0.159
17 H -2.1427 -3.8778 3.8429  0.451
18 H -1.5785 -2.1826 2.2192  0.343
19 C -1.6995 0.0302 -4.2026  -1.693
20 Sb -2.1698 0.0956 -2.1651  0.536
21 C -1.0277 -1.5119 -1.7524  0.327
22 C 0.2955 -1.5083 -2.4256  0.225
23 C 0.9320 -2.7732 -2.6397  -1.093
24 C 2.2084 -2.8035 -3.1129  -0.552
25 C 2.9020 -1.6358 -3.2785  -0.772
26 C 2.2073 -0.4642 -3.1237  -0.130
27 N 0.9035 -0.3681 -2.7736  0.479
28 Si -1.9349 -3.0167 -1.1632  0.509
29 C -2.4956 -4.0417 -2.6328  -1.286
30 C -0.9544 -4.1112 0.0259  -0.891
31 C -3.5182 -2.6817 -0.2730  -1.366
32 C -1.3729 2.1734 -1.7314  1.193
33 C 0.1920 2.3061 -1.6484  0.099
34 C 1.1250 2.5163 -2.6707  -1.263
35 C 2.3678 2.9789 -2.3562  -1.089
36 C 2.7833 3.1161 -1.0078  -0.809
37 C 1.8493 2.7973 -0.0950  -0.526
38 N 0.5776 2.4259 -0.3488  0.213
39 Si -2.1203 2.6595 -0.0913  0.271
40 C -2.1223 1.3239 1.2049  -0.105
41 C -3.9295 3.0561 -0.2627  -1.156
42 C -1.4412 4.2852 0.7797  -1.514
43 Si -2.0015 3.3027 -3.0669  0.496
44 C -3.7328 2.8479 -3.7009  -1.106
45 C -2.0151 5.1156 -2.5037  -1.010
46 C -1.0919 3.4644 -4.8095  -1.528
47 H -2.0949 0.7710 -4.8588  0.514
48 H -2.0990 -0.8796 -4.6187  0.443
49 H -0.6400 -0.0502 -4.2566  0.468
50 H 0.4017 -3.7489 -2.5394  0.063
51 H 2.7183 -3.8189 -3.2402  0.267
52 H 3.9828 -1.6556 -3.5195  0.395
53 H 2.7071 0.5393 -3.3851  -0.011
54 H -3.4533 -3.6554 -3.1273  0.290
55 H -2.7619 -5.1115 -2.4778  0.392
56 H -1.8616 -3.9482 -3.5657  0.330
57 H -0.9462 -5.1842 -0.2815  0.428
58 H -1.3596 -4.1318 1.0090  0.370
59 H 0.0620 -3.6605 0.1805  0.074
60 H -3.7990 -3.6152 0.1148  0.542
61 H -4.2697 -2.1639 -0.8249  0.363
62 H -3.3514 -2.0204 0.6030  0.223
63 H 0.8290 2.2606 -3.6573  1.349
64 H 3.1995 3.1743 -3.0588  0.291
65 H 3.8132 3.2159 -0.7681  0.502
66 H 2.1638 2.7473 0.9502  0.000
67 H -2.5664 0.3573 0.9659  0.033
68 H -2.5956 1.7063 2.1063  0.483
69 H -1.1164 1.2482 1.6761  -0.435
70 H -4.4432 2.1673 -0.5792  0.269
71 H -4.2731 3.8480 -0.9595  0.277
72 H -4.1553 3.2822 0.8146  0.334
73 H -0.5786 4.0049 1.3453  0.408
74 H -2.1638 4.7673 1.3385  0.520
75 H -0.8825 4.9341 0.0911  0.284
76 H -4.6105 2.7502 -2.9965  0.279
77 H -3.7056 1.9836 -4.3497  0.394
78 H -3.7542 3.6660 -4.4221  0.324
79 H -2.8033 5.4102 -1.7556  0.210
80 H -2.1549 5.5878 -3.4661  0.493
81 H -1.0018 5.3248 -2.1289  0.242
82 H -1.5040 4.2501 -5.5099  0.414
83 H -1.0311 2.4828 -5.2799  0.395
84 H -0.0636 3.7244 -4.6684  0.502
85 C 3.2204 -2.9564 2.8851  -1.270
86 C 4.2579 -2.0615 2.1908  0.819
87 C 4.4651 -2.0880 0.8259  -0.247
88 C 5.2452 -1.1224 0.2597  -0.085
89 N 5.9301 -0.1741 0.8545  -0.659
90 C 5.8780 -0.3197 2.1630  -0.482
91 C 4.9934 -1.1413 2.9018  -0.543
92 H 3.0970 -3.8847 2.3606  0.429
93 H 2.2285 -2.4457 2.9618  0.017
94 H 3.5307 -3.2634 3.8500  0.452
95 H 3.7926 -2.7272 0.2512  0.281
96 H 5.2447 -1.0408 -0.8417  0.351
97 H 6.4717 0.4020 2.6619  0.446
98 H 4.8781 -0.9797 3.9246  0.502

=====

[4]
Molecular formula: C4H6FP
Method: DFT, the ωB97M-V functional and the def2-TZVPD basis

As for the spin multiplicity: 3. The lowest unoccupied orbital energy (alpha / beta) comes out at 1.11 / -0.85 eV. For the HOMO-LUMO gap (alpha / beta), the calculation gives 9.7 / 8.3 eV. The net charge is 0. The energy relative to the best compared isomer or geometry (same formula, charge and spin) is 0.0 kJ/mol. For the maximum force, the calculation gives 0.0743 Eh/bohr. For the total energy, the calculation gives -16245.5045 eV.

Last column: Mulliken spin population.
CARTESIAN COORDINATES (ANGSTROEM)
1 C -0.6195 -0.5991 0.9014  0.006
2 C -1.0416 0.7305 0.2559  0.003
3 C 0.4079 0.4233 0.4151  0.049
4 C -0.2190 0.7055 -0.9699  0.002
5 F 1.3858 0.8508 1.1881  -0.007
6 P 3.1542 -0.3597 -0.9351  1.984
7 H -0.9361 -0.6374 1.9767  0.000
8 H -0.7089 -1.4477 0.2478  -0.001
9 H -1.6117 1.6147 0.7325  0.002
10 H -0.0635 1.7044 -1.4702  -0.006
11 H -0.2367 -0.1014 -1.5942  -0.009
12 H 3.5950 0.8660 -0.7111  -0.023

=====

Q: Among the records above, which one has the highest maximum force?
A: C17H50O15

=====

Q: energy relative to the best compared isomer or geometry (same formula, charge and spin) of number 4 (C4H6FP)?
A: 0.0 kJ/mol

=====

Q: Which of these has the lowest net charge?
A: C38H51IN3SbSi3Tl

=====

Q: Look up the energy relative to the best compared isomer or geometry (same formula, charge and spin) of the first one.
A: 0.0 kJ/mol